Entry 1:
C5H8O | ωB97M-V/def2-TZVPD

```
14
C5H8O ωB97M-V/def2-TZVPD
C -1.7627 1.0251 -0.1792
C -1.3095 -0.4296 -0.2975
C 0.1338 -0.6300 -0.3237
C 1.2145 -1.0463 -0.7758
C 2.2970 -0.7195 0.1037
O 1.3871 0.0461 1.2303
H -1.3389 1.6392 -0.9811
H -2.8541 1.0973 -0.2341
H -1.4474 1.4447 0.7821
H -1.7535 -1.0335 0.4987
H -1.6599 -0.8586 -1.2518
H 3.0051 0.0086 -0.2887
H 2.7354 -1.5473 0.6665
H 1.3532 1.0038 1.0506
```

LUMO energy: 0.69 eV
SMILES string: CCC#CCO
Calculated total energy: -7357.7522 eV
M: 84.12 u

Löwdin atomic charge list, values in e, 2 entries:
1. C -0.1027
2. C -0.2401

Entry 2:
C31H26Cl3N5O10 | ωB97M-V/def2-TZVPD

```
75
C31H26Cl3N5O10 ωB97M-V/def2-TZVPD
C -4.8130 0.8769 -3.0954
C -4.5938 -0.5127 -3.0700
C -5.6561 -1.3896 -3.1055
C -7.0017 -0.9630 -3.2453
C -7.2016 0.4309 -3.3682
C -6.1087 1.3279 -3.2497
N -8.1122 -1.9428 -3.2631
O -7.8796 -3.1334 -3.1855
O -9.2496 -1.4976 -3.4185
H -3.9887 1.5745 -3.0823
H -3.5992 -0.9303 -3.0173
H -5.4764 -2.4545 -3.1194
H -8.1655 0.8643 -3.5906
H -6.3344 2.3826 -3.1955
C -0.6336 -2.6553 4.5506
C 0.5636 -2.4780 3.8889
C 0.7020 -3.0976 2.6447
C -0.3957 -3.7173 2.0161
C -1.6368 -3.7710 2.7075
C -1.7664 -3.1937 3.9627
N -0.2938 -4.3244 0.6307
O -1.3193 -4.6223 0.0896
O 0.7924 -4.4217 0.1156
H -0.6216 -2.3441 5.5847
H 1.4367 -2.0308 4.3406
H 1.6513 -3.1300 2.1307
H -2.4615 -4.3165 2.2730
H -2.7125 -3.2954 4.4735
C -1.6215 4.3740 -2.4842
C -0.5752 3.8551 -3.2942
C 0.7219 4.3210 -3.0473
C 0.9920 5.1557 -1.9864
C -0.0316 5.7296 -1.2536
C -1.3756 5.3365 -1.5380
N 2.4272 5.5729 -1.7321
O 2.6599 6.5139 -0.9521
O 3.3094 4.8630 -2.2530
H -2.6470 4.0838 -2.6589
H -0.7882 3.1163 -4.0527
H 1.4994 3.8782 -3.6521
H 0.2762 6.3027 -0.3915
H -2.0785 5.8261 -0.8802
C 2.6904 0.9561 0.4356
C 1.9947 -0.1234 0.9243
C 0.7910 -0.4419 0.3760
C 0.2392 0.2724 -0.6882
C 0.8902 1.4122 -1.1182
C 2.1750 1.7235 -0.5840
N -0.9629 -0.2286 -1.4155
O -1.1600 0.2530 -2.5829
O -1.6526 -1.1212 -0.9901
H 3.6110 1.3246 0.8634
H 2.3554 -0.6632 1.7874
H 0.3449 -1.2913 0.8719
H 0.5336 1.9095 -2.0081
H 2.7390 2.5889 -0.8991
C 8.6777 -1.4649 1.9010
C 7.7677 -0.4042 2.0514
C 6.5463 -0.5805 2.7539
C 6.1069 -1.8787 3.0783
C 7.0267 -2.9441 2.8904
C 8.2728 -2.7407 2.3254
N 4.7607 -2.1764 3.5706
O 4.3827 -3.3113 3.5603
O 3.9680 -1.2554 3.6777
H 9.5776 -1.3296 1.3194
H 8.0511 0.6135 1.8272
H 5.9259 0.2802 2.9555
H 6.7339 -3.9524 3.1434
H 8.9650 -3.5575 2.1835
C -3.8417 0.3382 0.5902
Cl -5.4720 0.4921 1.2443
Cl -2.8225 -0.4426 1.8960
Cl -3.1612 1.8920 0.1103
H -3.9472 -0.3125 -0.2778
```

LUMO energy: -1.09 eV
SMILES string: O=[N+]([O-])c1ccccc1.O=[N+]([O-])c1ccccc1.O=[N+]([O-])c1ccccc1.O=[N+]([O-])c1ccccc1.O=[N+]([O-])c1ccccc1.ClC(Cl)Cl
Calculated total energy: -98046.4907 eV
M: 734.93 u

Löwdin atomic charge list, values in e, 2 entries:
1. C -0.0782
2. C -0.0738

Entry 3:
C11H22CaCl2NO3 | ωB97M-V/def2-TZVPD

```
40
C11H22CaCl2NO3 ωB97M-V/def2-TZVPD
Ca -1.2700 0.1232 -1.6701
Cl -3.9522 -0.2688 -1.8454
Cl 0.0742 -1.3053 -3.4494
C -1.1773 -2.7755 0.2737
C -0.1852 -1.9379 1.1374
C 1.1877 -2.6292 0.8763
C 2.3628 -1.8527 1.4549
C 2.3405 -0.4747 0.8028
C 0.9864 0.3721 1.0162
N -0.1711 -0.4780 0.6961
O -1.4171 0.1673 0.7435
C 1.2439 1.4385 -0.0623
C 0.9759 0.9430 2.4355
C -0.6627 -2.2121 2.6147
H -1.0323 -3.8332 0.4935
H -0.8612 -2.7110 -0.7675
H -2.2542 -2.6304 0.3591
H 1.3347 -2.8927 -0.1710
H 1.2804 -3.6152 1.3318
H 3.3176 -2.2942 1.1695
H 2.3701 -1.9133 2.5432
H 2.7055 -0.4955 -0.2241
H 3.1177 -0.0435 1.4337
H 2.2152 1.8262 0.2449
H 0.5386 2.2679 -0.1126
H 1.2952 1.1137 -1.1015
H 1.1249 0.1089 3.1213
H 0.0697 1.3796 2.8553
H 1.7868 1.6675 2.5106
H -0.8306 -1.2869 3.1660
H 0.1546 -2.7022 3.1437
H -1.4902 -2.8838 2.8431
O -3.6778 3.7626 -4.0612
C -2.2790 3.8914 -4.1951
C -1.4298 3.6086 -2.8376
O -1.6637 2.3558 -2.1631
H -2.1841 4.8882 -4.6258
H -1.9259 3.1653 -4.9275
H -1.6613 4.3870 -2.1105
H -0.3568 3.7691 -2.9424
```

LUMO energy: 6.40 eV
Net charge: -3
Calculated total energy: -62876.2753 eV
M: 327.29 u

Löwdin atomic charge list, values in e, 2 entries:
1. Ca 0.8104
2. Cl -0.5390